# 1
The following is a DFT calculation (the ωB97M-V functional and the def2-TZVPD basis) of C26H72F3O13Y as an isolated structure at a distorted geometry.

**Largest force on an atom**: 0.090 hartree/bohr
**Total charge**: +2
**Frontier orbital gap**: 5.646 eV

Cartesian coordinates (Å):
1 H -1.27662 1.84682 -2.53134
2 H 0.00551 -4.78806 1.12299
3 C -4.76349 2.82529 1.24200
4 H 2.43536 -2.78843 -5.70900
5 O 1.82810 1.16417 0.35927
6 H -3.21647 -0.49241 5.21031
7 H -2.23776 0.70273 4.39383
8 H 0.51678 3.93454 -3.49555
9 H 2.71568 0.80122 4.42503
10 C -0.47822 -3.96261 0.59040
11 H -1.30095 2.29157 2.25552
12 H 5.04482 -3.56944 -0.43637
13 H -4.27098 -3.42043 1.76496
14 H -4.61091 3.15899 0.20838
15 H -3.31798 3.11057 5.78404
16 C 1.18631 -0.18621 3.58406
17 H 4.58243 -3.37734 -6.53668
18 H 0.45042 0.11897 2.84590
19 O 4.49166 -2.99482 -5.65860
20 H 4.99563 -1.15633 -1.23672
21 H 2.18813 4.18435 -3.01467
22 H -1.95421 0.38243 2.18853
23 H -1.87454 -1.33734 2.07531
24 H 5.62186 2.75784 0.81376
25 H -5.43731 -5.23290 0.60659
26 O 4.69106 2.73299 0.55288
27 C -1.37654 -0.29218 0.27374
28 H -3.55552 2.85487 -5.19709
29 H -1.36721 1.97096 -4.92219
30 H -1.18361 -3.54184 -1.40575
31 C -5.82864 -4.21326 0.50904
32 H -1.84347 4.39366 3.17559
33 H 3.59021 3.35614 -1.17843
34 H 6.51099 -3.16954 0.46985
35 C -5.67913 1.60553 1.31543
36 C 1.87436 2.35756 -4.12745
37 H -3.27095 -0.49849 1.28276
38 O 2.33155 2.90848 -5.34005
39 H 2.20712 -1.42402 2.15019
40 H -2.08805 4.66916 1.44629
41 H -1.75703 0.57474 -0.27796
42 C 5.90282 -1.64083 -0.87718
43 H -2.64766 0.74682 -5.02867
44 H 2.26946 -3.23717 -3.20977
45 C -0.65515 3.11125 1.93806
46 H -6.66162 -4.11198 1.20084
47 H -0.62037 5.24875 2.26057
48 H -1.35585 -3.68955 1.17872
49 H -1.41105 0.15736 -3.06451
50 H 1.04433 1.70926 -4.40941
51 H -6.14341 -4.12497 -0.52984
52 H 5.24755 2.31671 -2.78214
53 C 5.57445 -2.76086 0.07605
54 H 1.08887 -2.29308 3.19050
55 H -5.25210 0.76086 0.77162
56 C 1.82748 -1.49068 3.17160
57 H 0.77073 -0.22115 4.58855
58 H 2.64109 -1.76996 3.84474
59 O 4.77127 -2.22647 1.14175
60 H -3.97186 0.97439 4.49909
61 H 0.31914 1.02835 -1.00910
62 C -2.21810 -0.45327 1.53313
63 O -3.25557 2.60709 -4.31729
64 H -6.68156 1.83748 0.96323
65 O -5.18793 3.87728 2.08689
66 H -3.72168 1.20153 7.01815
67 H -0.39561 2.91934 0.89856
68 H 6.43837 -2.02170 -1.74691
69 C -2.86176 1.28825 6.35025
70 C 1.44546 -0.73253 -1.04342
71 F 1.99651 -1.67391 -0.27831
72 C -1.34600 4.43410 2.20504
73 H 4.55442 -2.95054 1.73677
74 H 0.31071 2.86678 3.65509
75 C 3.19595 -3.34453 -5.14949
76 Y 2.75956 2.44731 1.86617
77 C 0.84652 0.42353 -0.24584
78 C -1.92490 1.11990 -3.03796
79 O -0.03744 -0.03988 0.71162
80 C -4.71215 -3.22249 0.77760
81 H -1.99834 0.85351 6.85135
82 O -2.53923 2.67501 6.14748
83 C -0.83495 -4.39578 -0.82984
84 C 1.40788 3.42084 -3.13769
85 O -1.90555 -5.35582 -0.82263
86 C 4.60856 3.09860 -0.88770
87 H -3.23029 -4.06509 -0.19052
88 H -2.82521 1.05124 -2.42605
89 C 5.12349 1.95860 -1.75946
90 C -3.11282 0.58293 5.04527
91 H 1.21739 2.97339 -2.15619
92 H 2.85053 3.69744 -5.15387
93 H 2.64682 1.71149 -3.68802
94 H -6.01149 4.24275 1.74678
95 F 0.46227 -1.29228 -1.76463
96 H 6.10769 1.61869 -1.42657
97 O -3.72924 -3.23723 -0.25933
98 H 5.27066 3.94842 -1.05626
99 H -1.56921 -6.21651 -0.55589
100 H -3.77827 2.53318 1.62996
101 O 0.58631 3.01858 2.74048
102 H 0.04421 -4.84016 -1.30185
103 H -5.13886 -2.21594 0.82152
104 H 0.21750 -3.12006 0.58199
105 H 3.03614 -4.41845 -5.26797
106 H -5.71693 1.29741 2.36323
107 H 6.53933 -0.89773 -0.39060
108 C 3.18466 -2.90836 -3.70717
109 H -1.49318 -1.19233 -0.33120
110 H 4.45385 1.10160 -1.76132
111 H 4.02381 -3.35006 -3.17027
112 H 3.26173 -1.82429 -3.66842
113 C -2.27034 1.58342 -4.43459
114 F 2.36731 -0.27962 -1.89423
115 O 2.22245 0.91386 3.60063

---

# 2
The following is a DFT calculation (the ωB97M-V functional and the def2-TZVPD basis) of a 5-piece molecular cluster, C23H37O13S4 overall at a distorted geometry.

**Largest force on an atom**: 0.028 hartree/bohr
**Total charge**: -1
**Frontier orbital gap**: 7.321 eV

Cartesian coordinates (Å):
1 H -3.46681 -1.76328 7.63649
2 C 1.62720 2.20623 -3.26244
3 H -2.73914 2.67020 -6.17495
4 C 2.00150 3.07785 -2.10326
5 H 4.95125 -1.33671 -1.72689
6 H 2.25441 3.55093 -4.76793
7 H 3.93998 -2.33440 -4.26782
8 H 7.67980 -1.27049 -3.12534
9 H -0.87104 1.10707 4.64507
10 C 6.67463 -0.88616 -2.94850
11 H 1.54616 -1.20776 2.81972
12 H -4.41191 1.05408 -6.56173
13 C -0.36922 0.29521 4.12305
14 H -6.71138 -0.59567 5.10743
15 C -4.83595 -1.32193 5.99728
16 S -6.85311 -0.55305 7.48803
17 H 1.60449 1.07851 3.66742
18 H 5.28326 -3.14850 -5.11023
19 O -6.85483 0.88530 7.38706
20 C -2.75726 1.87226 -5.43708
21 O -0.60328 0.64380 -4.56099
22 O 1.80808 1.14585 0.81466
23 O -0.79623 1.06579 -7.02726
24 H -4.88050 -0.16700 8.73905
25 O 2.88611 4.00439 1.13028
26 H -5.69032 -1.67147 9.24274
27 H -1.85036 -1.58134 -5.52856
28 H 6.42235 -3.63914 -3.10278
29 H 1.03615 2.37071 -5.37395
30 H 0.80341 1.56679 -2.97172
31 O -8.00116 -1.27503 7.98195
32 H 4.78136 -3.67850 -2.46782
33 C 5.52448 -3.03673 -2.93950
34 C -3.67015 -0.40734 -5.15979
35 H -4.46846 -1.10604 -5.40796
36 C -5.38791 -1.06530 8.39229
37 H 6.72273 0.13084 -2.56631
38 H -4.42546 -1.96596 5.22172
39 C -2.39022 -0.72536 -5.92683
40 O 1.71037 5.36951 -2.86793
41 S 5.80798 -0.90068 -4.51340
42 H 2.66498 -1.24929 4.17505
43 S -1.38892 0.74940 -5.75273
44 C 2.66162 3.87642 -0.03121
45 C -6.35725 -1.23649 5.91165
46 O -1.85930 -1.88240 3.95717
47 C 0.70526 -2.09841 4.60677
48 C 5.87006 -1.82947 -2.05920
49 H -6.80364 -2.22712 5.82653
50 H -2.58972 -0.86643 -6.98894
51 H 0.53038 3.76350 -4.40264
52 C 2.29812 2.69420 -0.86574
53 C -4.03590 1.03219 -5.53620
54 H -2.62233 2.28559 -4.43923
55 H 6.43419 -2.12174 -1.17419
56 O 4.79840 0.12164 -4.49203
57 O 2.73340 0.36302 -1.02339
58 S -0.87339 -1.27049 4.81867
59 C 1.62290 -1.08871 3.90202
60 H -4.78327 -2.91557 7.45022
61 H -4.39785 -0.32917 5.87678
62 H -3.48606 -0.47299 -4.08520
63 O 6.76866 -0.99340 -5.58830
64 H -4.81857 1.43228 -4.89266
65 H 0.55648 -2.99818 4.01456
66 C 2.29377 1.28899 -0.31386
67 O -1.12072 -1.09333 6.23472
68 H 2.50389 1.60778 -3.50732
69 H -0.64790 0.29571 3.06929
70 C 1.32432 3.03229 -4.54302
71 H 1.40332 0.51779 5.33322
72 O 2.74725 4.97668 -0.91181
73 C -4.52561 -1.85492 7.39885
74 C 5.01614 -2.49680 -4.28167
75 H 1.07909 -2.36209 5.59508
76 C 1.14457 0.31174 4.29014
77 C 2.12265 4.58035 -2.06466